No. 1
Computed, not measured: C25H26N7NiO as an isolated structure, with ωB97M-V/def2-TZVPD.

```
60
Properties=species:S:1:pos:R:3:mulliken_charge:R:1
Ni -0.30338 0.08423 -0.08269 -0.273
C 4.61718 5.00353 -1.19479 -1.526
C 3.34704 4.23519 -0.92964 0.171
C 2.32231 4.75302 -0.14075 -1.097
C 1.19244 4.01378 0.13748 0.000
C 0.98622 2.72715 -0.38003 0.760
N -0.13270 1.98813 -0.02932 -0.403
C -1.35216 2.60785 0.24335 0.252
C -1.82633 3.67809 -0.53024 -0.146
C -3.06616 4.24680 -0.33023 -0.902
C -3.93044 3.75953 0.65161 0.269
C -5.31047 4.33352 0.84991 -1.632
C -3.48164 2.70233 1.41722 0.053
C -2.21541 2.14357 1.24431 0.177
N -1.84805 1.08393 2.14112 0.628
C -2.32926 0.87685 3.38616 -0.139
C -1.76626 -0.27742 3.87729 -1.081
C -0.91615 -0.71501 2.86115 -0.111
N -0.96093 0.11640 1.82452 -0.486
C 2.01152 2.22045 -1.19094 0.359
C 3.16906 2.95991 -1.42793 -0.431
N 1.92129 0.93940 -1.83638 0.272
C 2.54511 0.57415 -2.97194 0.001
C 2.27539 -0.75538 -3.21190 -1.068
C 1.45402 -1.13892 -2.15946 -0.066
N 1.24620 -0.11425 -1.32842 -0.427
H 4.48422 6.06371 -0.98325 0.371
H 4.93298 4.90188 -2.23352 0.365
H 5.43359 4.64081 -0.56645 0.312
H 2.42672 5.74405 0.28737 0.365
H 0.43069 4.42451 0.78882 0.485
H -1.18047 4.05104 -1.31593 0.570
H -3.38215 5.07118 -0.96007 0.425
H -5.36043 5.36015 0.49077 0.444
H -5.59831 4.32647 1.90141 0.364
H -6.06047 3.75898 0.29913 0.246
H -4.14241 2.30063 2.17905 0.251
H -3.00144 1.57382 3.85628 0.514
H -1.91748 -0.71976 4.84667 0.466
H -0.24907 -1.56229 2.85291 0.493
H 3.96966 2.51761 -2.01072 0.477
H 3.12093 1.27730 -3.54768 0.447
H 2.61590 -1.35419 -4.03917 0.410
H 0.99703 -2.09651 -1.96614 0.433
N -2.07527 -0.44543 -0.83704 -0.576
C -3.21847 -0.58944 -0.74105 0.732
N -4.50610 -0.70482 -0.61084 0.061
C -5.40769 -0.97947 -1.74206 -0.559
C -6.62752 -0.08840 -1.59562 -0.539
O -7.23453 -0.26349 -0.32827 -0.408
C -6.35769 0.08853 0.72392 -0.341
C -5.12933 -0.80150 0.72074 -0.322
H -5.70551 -2.02922 -1.70727 0.286
H -4.89280 -0.78110 -2.67942 0.439
H -7.36845 -0.35478 -2.34576 0.366
H -6.33823 0.96030 -1.73389 0.285
H -6.90422 -0.03870 1.65620 0.399
H -6.05231 1.13759 0.62439 0.130
H -5.42335 -1.83874 0.89717 0.273
H -4.41557 -0.49422 1.48485 0.182
```

Computed properties:
charge: +1
HOMO (alpha / beta): -0.355 / -0.351 Eh
HOMO-LUMO gap (alpha / beta): 7.71 / 6.51 eV
spin multiplicity: 3


No. 2
Computed, not measured: a 7-piece molecular cluster, C10H32ClN4O10 overall at a distorted geometry, with ωB97M-V/def2-TZVPD.

```
57
Properties=species:S:1:pos:R:3:mulliken_charge:R:1
Cl -0.45248 1.29427 0.71717 1.625
O -1.76917 0.90356 0.34744 -0.640
O 0.08779 0.60663 1.87523 -0.668
O 0.43558 1.13840 -0.36470 -0.643
O -0.40412 2.67673 1.07751 -0.675
C 5.28445 -3.68578 1.65084 -0.931
C 6.78900 -3.23938 1.71863 -0.233
O 7.64180 -4.29868 1.32749 -0.520
H 5.00863 -4.55027 2.25474 0.296
H 5.05222 -3.97236 0.62516 0.243
H 4.66090 -2.84123 1.94410 0.313
H 7.13078 -2.90559 2.69836 0.236
H 6.94894 -2.48075 0.95246 0.282
H 8.08594 -3.99825 0.53120 0.314
C -3.70540 8.12651 -0.31371 -1.018
C -4.02169 6.81742 -0.96783 -0.141
O -4.58505 5.89232 -0.06937 -0.553
H -4.47200 8.67531 0.23334 0.302
H -3.10594 8.79115 -0.93581 0.327
H -2.97879 7.94719 0.47874 0.280
H -3.09479 6.35905 -1.31261 0.262
H -4.74322 6.91956 -1.77843 0.210
H -4.00242 5.15444 0.12478 0.330
C -3.63943 2.45889 -6.77902 -0.870
C -3.61599 0.99469 -6.34304 -0.288
O -2.31822 0.59528 -5.98994 -0.529
H -3.68303 3.14835 -5.93590 0.265
H -4.49711 2.63306 -7.42875 0.301
H -2.75563 2.69474 -7.37178 0.272
H -3.80439 0.34863 -7.20048 0.231
H -4.40125 0.70153 -5.64625 0.305
H -2.15489 0.71290 -5.05128 0.312
C 0.73552 -5.15683 -3.40268 -0.983
C -0.22404 -6.21538 -2.77940 -0.209
O -0.60882 -7.29970 -3.61775 -0.522
H 0.25703 -4.76498 -4.30023 0.282
H 1.78527 -5.37200 -3.60223 0.279
H 0.73862 -4.25616 -2.78878 0.323
H -1.20251 -5.79869 -2.54054 0.206
H 0.31693 -6.57806 -1.90538 0.312
H -0.18771 -8.05038 -3.19260 0.312
C 3.77723 5.85340 6.33494 0.657
O 4.47040 6.69899 6.83951 -0.653
N 2.59813 5.41095 6.75686 -0.410
N 4.19221 5.21202 5.30748 -0.376
H 2.49448 5.55028 7.75181 0.216
H 2.03455 4.73352 6.26332 0.199
H 3.55707 4.62280 4.78832 0.163
H 5.13694 5.34069 4.97428 0.205
C -2.45227 -5.93047 3.13473 0.547
O -2.51544 -7.11554 3.33230 -0.649
N -3.05820 -5.28252 2.15567 -0.464
N -1.87579 -5.09624 3.89050 -0.384
H -2.72340 -4.40019 1.79580 0.250
H -3.27165 -5.99543 1.47280 0.250
H -1.34822 -5.55461 4.61966 0.234
H -1.54735 -4.17372 3.64314 0.217
```

Computed properties:
charge: -1
HOMO: -0.217 Eh
HOMO-LUMO gap: 7.99 eV